Entry 1:
{
  "formula": "C24H39Br2N3O5Si",
  "method": "wB97M-V/def2-TZVPD",
  "charge": 2,
  "orbital_gap_ev": 5.021,
  "energy_ev": -188175.24806,
  "lumo_ev": -7.7,
  "symbols": ["C", "C", "O", "C", "O", "N", "C", "O", "O", "C", "C", "O", "Si", "C", "C", "C", "C", "Br", "C", "C", "Br", "H", "H", "H", "H", "H", "H", "H", "H", "H", "H", "H", "H", "H", "H", "H", "H", "H", "H", "H", "H", "H", "H", "H", "H", "H", "C", "N", "C", "C", "C", "C", "C", "C", "C", "C", "N", "C", "C", "C", "H", "H", "H", "H", "H", "H", "H", "H", "H", "H", "H", "H", "H", "H"],
  "xyz": [[0.3276, -0.3628, 4.2641], [-0.4793, -1.0105, 3.1362], [-1.7974, -0.5102, 3.1192], [0.2541, -0.8033, 1.7926], [0.5732, -2.0675, 1.2079], [-0.3919, -2.3658, 0.2344], [0.0644, -2.0355, -1.0711], [-0.6461, -1.5108, -1.8235], [1.3347, -2.3154, -1.4206], [2.2203, -1.1860, -1.1543], [3.3196, -1.6483, -0.1874], [3.6667, -2.9696, -0.5369], [4.9102, -3.6511, 0.3863], [6.5905, -3.5508, -0.4419], [4.9478, -2.9717, 2.1571], [4.5072, -5.4879, 0.5455], [-0.9131, -3.7228, 0.4335], [-2.1816, -4.2159, -0.9586], [0.1304, -4.8172, 0.6598], [-0.5458, -6.0142, 1.3504], [0.9125, -5.4976, -1.0038], [-0.3024, -0.3408, 5.1447], [1.2345, -0.9180, 4.4710], [0.5523, 0.6757, 4.0227], [-0.5367, -2.0684, 3.3509], [-1.8185, 0.3713, 2.7296], [-0.3895, -0.2345, 1.1278], [1.1602, -0.2232, 1.9446], [2.6249, -0.7925, -2.0791], [1.6150, -0.4322, -0.6569], [4.1771, -0.9744, -0.2437], [2.9055, -1.6331, 0.8133], [6.5595, -4.1307, -1.3569], [6.9517, -2.5447, -0.6250], [7.2915, -4.0553, 0.2180], [5.5340, -2.0628, 2.2240], [5.3265, -3.7576, 2.7983], [3.9148, -2.8124, 2.4608], [5.4243, -5.9622, 0.8846], [3.7018, -5.6530, 1.2453], [4.2840, -5.8937, -0.4368], [-1.5150, -3.6820, 1.3313], [0.8961, -4.4656, 1.3334], [-0.3440, -6.0183, 2.4186], [-1.6228, -6.0057, 1.2226], [-0.1678, -6.9466, 0.9701], [-4.4492, 8.7517, 0.7371], [-4.0048, 7.5456, -0.0065], [-2.7226, 7.1578, 0.0886], [-2.2797, 6.0261, -0.5540], [-3.1669, 5.2629, -1.3097], [-4.4835, 5.7035, -1.4049], [-4.8781, 6.8468, -0.7468], [-2.7418, 4.0070, -1.9777], [-3.3757, 2.8027, -1.6910], [-3.0041, 1.6527, -2.3536], [-2.0368, 1.6812, -3.2797], [-1.3891, 2.8222, -3.5608], [-1.7196, 3.9951, -2.9238], [-1.6841, 0.4465, -4.0213], [-3.8356, 9.5931, 0.4256], [-4.3275, 8.5570, 1.8000], [-5.4919, 8.9506, 0.5143], [-2.0681, 7.7672, 0.6966], [-1.2437, 5.7351, -0.4417], [-5.2127, 5.1641, -1.9945], [-5.8936, 7.2125, -0.7978], [-4.1619, 2.7455, -0.9499], [-3.4784, 0.7009, -2.1587], [-0.6150, 2.7738, -4.3142], [-1.1900, 4.9000, -3.1905], [-0.6263, 0.2450, -3.8764], [-1.9117, 0.6118, -5.0724], [-2.2685, -0.3826, -3.6385]],
  "forces_ev_per_angstrom": [[-0.72, 0.05, -0.10], [1.03, 0.93, 0.26], [-0.59, -0.05, -0.24], [-0.65, -0.49, 0.68], [0.50, 0.09, -0.42], [-0.67, -0.32, -0.35], [2.51, -1.53, 1.37], [-3.01, 2.08, -2.63], [0.59, 0.59, 0.83], [0.09, -0.63, 0.61], [-0.60, -0.37, -0.76], [0.86, 0.33, 0.65], [0.01, -1.21, 0.20], [-0.60, 0.07, 0.35], [-0.44, -0.14, -1.10], [0.53, 1.00, -0.51], [0.32, -0.11, 0.23], [0.07, 0.34, 0.23], [-0.83, -1.13, -0.20], [0.00, 0.14, 0.31], [0.27, 0.43, 0.23], [0.04, -0.12, 0.32], [0.24, 0.02, 0.01], [0.23, 0.09, -0.07], [-0.24, -0.32, -0.18], [0.15, -0.10, 0.17], [-0.13, 0.00, -0.27], [0.42, -0.29, -0.05], [-0.05, -0.18, -0.31], [0.14, 0.49, -0.06], [0.02, 0.23, -0.03], [0.02, 0.11, 0.31], [0.04, 0.06, -0.34], [0.09, 0.12, -0.16], [0.19, 0.00, 0.16], [0.03, 0.16, 0.34], [0.37, -0.04, 0.16], [-0.08, 0.27, 0.20], [0.03, -0.24, 0.25], [-0.26, -0.26, 0.12], [-0.27, -0.18, -0.04], [-0.13, 0.08, 0.25], [0.49, 0.39, -0.35], [0.01, 0.19, 0.17], [-0.16, -0.04, -0.15], [0.09, -0.30, -0.16], [0.11, -0.03, 0.00], [-0.16, 0.09, -0.01], [0.04, -0.06, -0.02], [0.18, -0.10, -0.06], [-0.11, 0.19, 0.17], [-0.05, -0.19, -0.08], [0.05, -0.07, -0.02], [0.04, -0.25, -0.17], [-0.15, 0.13, 0.11], [-0.02, 0.04, 0.04], [-0.07, -0.16, 0.07], [-0.02, 0.07, 0.02], [0.08, 0.22, 0.04], [0.05, -0.02, -0.17], [-0.02, 0.02, 0.04], [-0.01, 0.07, 0.00], [0.01, -0.03, -0.03], [-0.06, 0.04, 0.01], [-0.01, 0.02, 0.01], [-0.01, 0.02, 0.02], [0.03, 0.06, 0.05], [0.00, -0.03, -0.02], [0.09, -0.04, -0.04], [-0.02, -0.06, 0.00], [0.00, -0.02, -0.01], [-0.03, -0.09, 0.03], [0.04, -0.01, 0.00], [0.08, -0.01, 0.09]]
}

Entry 2:
{
  "formula": "C2H6N2O",
  "method": "wB97M-V/def2-TZVPD",
  "de_lowest_ev": 1.048,
  "charge": 0,
  "orbital_gap_ev": 9.935,
  "energy_ev": -7198.73932,
  "lumo_ev": 0.9,
  "symbols": ["N", "C", "N", "C", "O", "H", "H", "H", "H", "H", "H"],
  "xyz": [[-0.0948, 1.6088, 0.3012], [-0.2387, 0.9216, -0.9095], [-0.4989, -0.5544, -0.7076], [-0.0024, -1.2587, 0.3182], [0.8982, -0.9034, 1.0552], [-0.7459, 2.3484, 0.4767], [0.7186, 1.5513, 0.8791], [0.6648, 0.9056, -1.5224], [-1.1014, 1.2477, -1.4520], [-1.0335, -1.0316, -1.4133], [-0.5066, -2.2270, 0.4788]],
  "forces_ev_per_angstrom": [[-0.83, 0.75, 0.05], [1.21, -2.06, 0.32], [-0.46, 0.73, -0.16], [0.37, -0.36, 0.42], [-0.10, 0.13, -0.02], [0.12, 0.01, 0.16], [0.13, -0.21, -0.16], [-0.01, 0.62, -0.22], [-0.25, 0.56, -0.38], [-0.24, -0.06, 0.22], [0.06, -0.11, -0.23]]
}

Entry 3:
{
  "formula": "C2H3N3",
  "method": "wB97M-V/def2-TZVPD",
  "de_lowest_ev": 1.695,
  "charge": 0,
  "orbital_gap_ev": 10.301,
  "energy_ev": -6590.88059,
  "lumo_ev": -0.1,
  "symbols": ["C", "N", "C", "N", "N", "H", "H", "H"],
  "xyz": [[1.1762, -0.0167, 0.0869], [0.3297, 0.9216, 0.2433], [-0.9182, 0.2421, 0.0347], [-0.6441, -1.1781, -0.0594], [0.6040, -1.3182, -0.0434], [2.2449, 0.1250, 0.0551], [-0.9911, 0.7269, -0.9427], [-1.8014, 0.4975, 0.6256]],
  "forces_ev_per_angstrom": [[0.20, 0.24, 0.41], [0.54, -0.23, 0.68], [0.06, 0.52, -0.09], [0.29, 0.29, -0.32], [-0.36, -0.03, -0.08], [0.07, -0.10, 0.02], [-1.20, -0.68, -0.74], [0.40, -0.01, 0.11]]
}

Entry 4:
{
  "formula": "C15H38AlBeCaCl2NO15Si2",
  "method": "wB97M-V/def2-TZVPD",
  "charge": 0,
  "orbital_gap_ev": 1.929,
  "energy_ev": -114581.14396,
  "lumo_ev": -5.2,
  "symbols": ["C", "C", "O", "C", "C", "C", "C", "C", "Si", "O", "Si", "C", "C", "C", "O", "O", "H", "H", "H", "H", "H", "H", "H", "H", "H", "H", "H", "H", "H", "H", "H", "H", "H", "H", "H", "H", "H", "H", "H", "H", "O", "H", "Be", "O", "H", "Al", "O", "Cl", "O", "O", "O", "C", "C", "C", "O", "C", "N", "H", "H", "H", "H", "H", "H", "H", "H", "H", "H", "H", "Cl", "C", "O", "O", "O", "Ca", "O", "H"],
  "xyz": [[-0.2447, 2.4217, -2.1465], [0.7792, 1.8728, -1.1213], [0.1088, 1.3624, 0.0447], [0.8943, 1.5053, 1.2113], [1.3159, 0.1588, 1.8515], [1.8165, -0.7552, 0.7134], [1.1447, -2.1457, 0.7017], [-0.3720, -2.0513, 0.3149], [-0.9955, -3.8153, 0.1389], [-0.1669, -4.6818, -1.0480], [1.0460, -5.7515, -0.5413], [2.6099, -5.0836, -1.4115], [2.2743, -4.5972, -2.8560], [2.2012, -5.7330, -3.8512], [2.2886, -6.8510, -3.5841], [2.0238, -5.4700, -5.2569], [0.2787, 2.5701, -3.0998], [-0.6838, 3.3708, -1.8035], [-1.0588, 1.6633, -2.2136], [1.5476, 2.6393, -0.9023], [1.3035, 1.0474, -1.6582], [1.8003, 2.1110, 1.0882], [0.2712, 2.0362, 1.9728], [0.5310, -0.3095, 2.4735], [2.1720, 0.3725, 2.5170], [1.6929, -0.3239, -0.2875], [2.9032, -0.9415, 0.8287], [1.2548, -2.6785, 1.6786], [1.6300, -2.7034, -0.1238], [-0.9664, -1.5849, 1.1194], [-0.5346, -1.5742, -0.6638], [-0.9279, -4.5543, 1.4242], [-2.4415, -3.8128, -0.2842], [1.2591, -5.5886, 0.9023], [0.7255, -7.1325, -0.9341], [3.0504, -4.2288, -0.8796], [3.4068, -5.8467, -1.4578], [3.0395, -3.8855, -3.2221], [1.3240, -4.0263, -2.8705], [1.8246, -4.5206, -5.3826], [-2.8107, -2.0520, -1.6452], [-3.3337, -2.0272, -2.4481], [2.1156, -2.6692, 3.5228], [2.9824, 3.4261, 2.4171], [2.3549, 4.0992, 2.6936], [-3.5642, -3.9043, 1.3608], [-2.2409, -1.0874, -4.3746], [-1.7854, 0.2446, -4.7331], [-0.3409, 0.2498, -4.7864], [-2.2414, 1.2019, -3.7526], [-2.3143, 0.5825, -6.0318], [-3.8953, 4.7633, 4.4651], [-2.6765, 3.8528, 4.3596], [-1.3413, 4.5845, 4.6087], [-0.8898, 5.3576, 3.5312], [-1.4598, 6.6550, 3.4303], [-2.6789, 3.1796, 3.0526], [-4.0053, 5.4148, 3.6008], [-4.8058, 4.1679, 4.5337], [-3.8364, 5.3863, 5.3595], [-2.7795, 3.0883, 5.1346], [-0.5655, 3.8291, 4.7652], [-1.3886, 5.1802, 5.5274], [-1.6581, 7.0912, 4.4136], [-2.3751, 6.6272, 2.8362], [-0.7460, 7.2886, 2.9060], [-1.9196, 2.4959, 3.0164], [-2.4167, 3.8686, 2.3463], [-4.8156, 3.3676, 1.7723], [1.6516, 5.2350, -0.0114], [0.6054, 5.7142, -0.4377], [2.1551, 5.5332, 1.1225], [2.3704, 4.3997, -0.6122], [1.5854, -7.1795, -6.4925], [3.2867, -9.7860, -8.4783], [3.6512, -10.6630, -8.3528]],
  "forces_ev_per_angstrom": [[-0.01, -0.71, 1.40], [-0.11, 0.27, -1.59], [0.82, 0.38, 0.06], [-0.61, 0.02, 1.31], [0.57, 0.39, -0.81], [0.50, -1.20, 0.58], [-0.77, 0.64, -1.02], [0.31, -1.29, 0.46], [0.76, 1.34, -1.76], [0.24, -0.69, 1.42], [0.24, 1.31, -0.58], [-0.02, -0.44, -0.78], [0.25, 0.67, -0.42], [-0.07, 3.26, 0.66], [0.07, -4.08, 0.00], [-0.21, 2.03, 0.80], [-0.43, -0.15, 0.14], [0.23, -0.19, -0.09], [0.84, 0.84, -0.28], [-0.66, -0.68, 0.29], [-0.19, 0.15, 0.43], [-0.34, -0.07, -0.23], [0.31, 0.02, -0.32], [0.10, 0.13, -0.43], [-0.47, 0.04, -0.06], [-0.15, 0.02, 0.44], [-0.35, 0.20, -0.01], [0.00, 0.22, -0.92], [-0.02, -0.15, 0.61], [0.19, 0.28, -0.46], [-0.18, 0.16, 0.45], [-0.14, -0.25, 0.26], [-0.30, -0.15, 0.08], [-0.05, -0.23, 0.16], [-0.04, -0.02, -0.04], [-0.37, -0.23, -0.02], [-0.30, 0.23, 0.03], [-0.24, -0.25, 0.07], [0.24, -0.25, -0.09], [0.16, -0.08, -0.10], [0.19, -0.91, 1.35], [-0.01, 0.22, -0.36], [0.25, -0.06, 0.57], [0.05, 0.37, -0.28], [-0.20, 0.18, 0.17], [-0.21, 0.45, -0.45], [0.04, -0.12, 0.03], [-0.37, 0.24, -0.03], [0.26, -0.12, 0.07], [-0.29, -0.53, -0.61], [0.03, -0.02, -0.05], [-0.14, 0.14, 0.17], [-1.29, 0.03, 0.24], [0.85, -0.27, -0.43], [-0.19, 0.01, 0.19], [0.10, 0.12, -0.30], [0.50, 1.44, -0.30], [0.09, 0.00, 0.01], [0.06, -0.03, -0.04], [0.08, -0.05, -0.02], [0.16, -0.05, -0.07], [-0.01, 0.00, -0.03], [-0.33, -0.05, 0.02], [-0.04, -0.09, 0.03], [-0.07, 0.10, 0.09], [0.05, -0.11, 0.01], [-0.60, -0.72, -0.35], [-0.07, -0.03, -0.06], [1.09, -0.54, 0.63], [0.40, -0.50, -0.50], [-0.14, 0.28, 0.32], [-0.06, -0.23, 0.59], [0.16, 0.34, -0.01], [0.78, -2.35, -1.11], [-0.84, 1.59, 0.39], [-0.04, -0.20, 0.50]]
}